(1)
Below is a cluster of 14 separate species, C84H210N14O28 in total at a distorted geometry, with properties calculated with ωB97M-V/def2-TZVPD.

- Kohn-Sham gap (eV) = 8.818
- total energy (a.u.) = -6198.8989
- largest force on an atom (eV/Å) = 4.79
- relative energy (zero: lowest compared OMol25 entry of this formula, charge and spin) (kJ/mol) = 613.0
- LUMO (eV) = 0.62

Structure (ORCA input):
```
! wB97M-V def2-TZVPD RIJCOSX def2/J DEFGRID3
* xyz 0 1
C 2.8699 -1.8594 2.0807
O 2.1439 -0.8089 1.5170
C 2.9833 0.2145 0.9765
C 2.1623 1.2641 0.2112
N 3.0430 2.2618 -0.4460
C 2.4499 3.0558 -1.5008
C 1.4626 4.0915 -1.0624
O 2.1134 5.1475 -0.4297
C 1.3331 6.2589 -0.0353
H 3.5207 -1.4510 2.8791
H 3.5000 -2.4292 1.3518
H 2.1621 -2.5632 2.4913
H 3.7743 -0.2009 0.3766
H 3.4322 0.7798 1.7921
H 1.4555 1.7971 0.8233
H 1.6884 0.6244 -0.5575
H 3.5580 2.8064 0.2400
H 1.9003 2.3645 -2.1043
H 3.2486 3.4616 -2.0746
H 0.6476 3.6117 -0.4337
H 0.9497 4.5311 -1.9006
H 1.0250 6.8207 -0.9203
H 1.8394 6.8973 0.6354
H 0.4529 5.8781 0.5710
C -5.3501 -3.5464 9.0407
O -4.4876 -2.4581 9.4218
C -3.8049 -1.7786 8.3581
C -4.5032 -0.8255 7.4168
N -3.7004 -0.6675 6.1675
C -3.8301 -1.7023 5.1413
C -3.4214 -1.1402 3.7707
O -3.9114 0.1630 3.5578
C -5.3218 0.1790 3.3439
H -4.7735 -4.4132 8.6588
H -6.0668 -3.3097 8.3052
H -5.7647 -3.9055 9.9884
H -3.3229 -2.4986 7.7425
H -3.0011 -1.2115 8.8978
H -4.6875 0.1156 7.9211
H -5.4606 -1.2019 7.0514
H -4.0279 0.2072 5.7707
H -4.8376 -2.1739 5.0456
H -3.1538 -2.4710 5.4534
H -3.8359 -1.9021 3.1315
H -2.3361 -1.0841 3.6726
H -5.6323 1.1991 3.1715
H -5.8954 -0.2623 4.1916
H -5.5618 -0.3358 2.3991
C -7.1041 3.5523 0.8466
O -6.0003 3.3173 1.7293
C -5.6598 4.4733 2.4982
C -4.5196 4.2328 3.4237
N -3.6188 5.3200 3.4473
C -2.4047 5.0492 4.1553
C -1.5902 6.3329 4.3146
O -0.2819 6.3240 4.7612
C -0.1796 6.1406 6.1520
H -7.0811 4.5791 0.3776
H -8.0260 3.3630 1.4181
H -7.0784 2.7806 0.0526
H -6.4809 4.8990 3.0661
H -5.4474 5.2941 1.7818
H -3.9780 3.2992 3.0236
H -4.7338 4.0062 4.4476
H -3.4152 5.6960 2.5567
H -1.8724 4.3149 3.5171
H -2.7451 4.7421 5.1900
H -2.1756 7.0158 4.9103
H -1.6992 6.8614 3.3683
H -0.6236 5.1598 6.4223
H -0.7909 6.8657 6.6855
H 0.8535 6.2147 6.5098
C -5.7789 -4.2666 -7.5810
O -5.0267 -3.1007 -7.2596
C -3.5664 -3.1143 -7.5119
C -3.0608 -1.7767 -6.9994
N -3.3291 -1.5774 -5.5612
C -2.5300 -0.4970 -5.0673
C -2.8850 -0.0146 -3.6827
O -3.9289 0.9963 -3.8219
C -4.3374 1.6181 -2.6848
H -5.5771 -5.0735 -6.8783
H -5.5887 -4.6059 -8.5856
H -6.8402 -4.1126 -7.3812
H -3.3507 -3.1335 -8.5855
H -3.1689 -3.9457 -6.9577
H -3.5805 -0.9222 -7.5255
H -2.0063 -1.6742 -7.2813
H -4.2945 -1.3081 -5.4878
H -2.5745 0.4075 -5.7270
H -1.5252 -0.9164 -5.1022
H -2.0529 0.4266 -3.1322
H -3.2802 -0.8110 -3.0445
H -4.8148 0.9615 -1.9663
H -5.0372 2.4122 -2.9360
H -3.4700 2.0432 -2.2150
C 3.2758 -3.6812 5.3927
O 3.8569 -3.9507 4.1635
C 3.5446 -5.2860 3.7876
C 3.6555 -5.5982 2.2580
N 3.5082 -7.0303 2.2474
C 3.0756 -7.7197 0.9763
C 1.5329 -7.8355 0.9247
O 0.8741 -6.5853 0.7779
C 1.0391 -5.9787 -0.4954
H 2.1698 -3.5991 5.2649
H 3.7093 -2.7036 5.9102
H 3.3822 -4.5385 6.0702
H 2.5440 -5.5483 4.1575
H 4.1581 -6.0045 4.2590
H 4.6056 -5.2621 1.8153
H 2.8849 -5.1273 1.6108
H 2.8153 -7.3453 2.9459
H 3.5204 -8.7339 1.0145
H 3.4487 -7.1077 0.1192
H 1.3078 -8.3277 1.9242
H 1.3063 -8.4676 0.0750
H 1.1192 -6.6546 -1.3235
H 1.9213 -5.3045 -0.4751
H 0.1722 -5.3048 -0.6145
C 1.3354 -0.9668 -3.3426
O 0.4694 -1.3684 -2.3459
C 1.1304 -1.9196 -1.1646
C 0.0802 -2.3348 -0.1192
N -0.5488 -1.3182 0.7200
C -1.4632 -0.5041 -0.1202
C -2.0527 0.6131 0.6965
O -1.0314 1.6407 0.8815
C -1.5081 2.5797 1.8457
H 2.1954 -1.6891 -3.3052
H 1.7844 0.0282 -3.1844
H 0.8872 -1.0021 -4.3448
H 1.8123 -1.1437 -0.7366
H 1.6815 -2.8082 -1.4257
H 0.5972 -3.1689 0.4906
H -0.7659 -2.8551 -0.6921
H 0.2325 -0.7417 0.9986
H -2.2189 -1.2668 -0.3353
H -1.0605 -0.1033 -1.0339
H -2.2788 0.2602 1.6927
H -2.9259 1.0893 0.2239
H -2.1590 3.3325 1.3993
H -0.6218 3.0532 2.3398
H -2.1156 2.0824 2.5940
C 1.8281 -10.0710 -4.8151
O 0.7020 -9.3147 -4.6200
C 0.4478 -9.1773 -3.2258
C -0.5551 -8.0548 -3.0742
N 0.0593 -6.7935 -3.4879
C -0.8265 -5.6742 -3.2624
C -0.0973 -4.3474 -3.3811
O 0.5601 -4.1488 -4.6492
C -0.3615 -4.2124 -5.6783
H 1.5029 -11.1242 -4.8045
H 2.4637 -9.9041 -3.9862
H 2.2836 -9.9164 -5.7919
H 1.4055 -8.9335 -2.7465
H 0.1566 -10.1481 -2.8324
H -0.8991 -7.9062 -2.0101
H -1.4540 -8.2630 -3.6382
H 0.4273 -6.8293 -4.3976
H -1.1551 -5.7548 -2.1852
H -1.7229 -5.6588 -3.8271
H 0.6210 -4.1257 -2.6062
H -0.9513 -3.6666 -3.2195
H -0.7494 -5.2419 -5.8677
H 0.0595 -3.8669 -6.6233
H -1.3049 -3.6945 -5.4665
C 3.2532 -1.0402 -6.4366
O 2.1741 -0.3838 -7.0365
C 1.0586 -1.1407 -7.3468
C 0.3643 -0.5335 -8.5804
N -0.3373 0.6518 -8.0453
C -0.7237 1.6957 -8.9300
C -0.7097 3.0488 -8.3097
O 0.6162 3.4001 -8.0213
C 0.7424 4.4487 -7.0406
H 4.0056 -1.3191 -7.2200
H 2.9707 -1.9980 -5.9929
H 3.7191 -0.4853 -5.6597
H 0.3716 -1.0615 -6.5101
H 1.3101 -2.1967 -7.5385
H -0.3221 -1.2672 -8.9629
H 1.1720 -0.2913 -9.2682
H 0.1992 1.1162 -7.2912
H -1.7080 1.3982 -9.2929
H -0.0758 1.6840 -9.8439
H -1.4264 3.0072 -7.4577
H -1.0688 3.7920 -8.9854
H 0.5361 4.0497 -6.0559
H 0.0928 5.3505 -7.1676
H 1.7750 4.7202 -7.0929
C -4.1622 4.8125 -0.9704
O -4.2462 5.9312 -0.1182
C -2.9735 6.5557 -0.1046
C -3.0163 7.8355 0.6291
N -3.6592 8.9433 0.0475
C -3.0503 9.5962 -1.0831
C -1.6485 10.0748 -0.8860
O -0.6024 8.9805 -0.9097
C 0.7300 9.5000 -1.1516
H -3.2345 4.2546 -0.7261
H -3.9396 5.0944 -2.0198
H -5.0056 4.0956 -0.8933
H -2.5882 6.6307 -1.1364
H -2.3132 5.9232 0.5144
H -1.9560 8.0910 0.7641
H -3.4598 7.6109 1.6071
H -4.6323 8.7286 -0.2112
H -3.7135 10.4912 -1.2983
H -3.0628 9.0860 -2.0624
H -1.4415 10.6817 -0.0111
H -1.3110 10.7456 -1.6891
H 0.6960 10.0196 -2.1026
H 1.4114 8.6725 -1.2241
H 0.9785 10.1976 -0.3343
C 3.7645 -5.3352 -2.1507
O 4.0139 -6.7206 -2.0404
C 4.2634 -7.3499 -3.2658
C 4.8679 -8.7374 -3.0171
N 4.1416 -9.5074 -1.9912
C 4.8692 -10.7031 -1.4928
C 5.3715 -11.6931 -2.5267
O 6.4390 -11.1999 -3.2517
C 7.1573 -12.1322 -4.0971
H 4.4404 -4.8237 -2.8723
H 3.9244 -4.9111 -1.1283
H 2.7465 -5.1296 -2.4763
H 5.0433 -6.7136 -3.8324
H 3.3398 -7.3764 -3.8134
H 5.8764 -8.4107 -2.6298
H 4.9328 -9.3041 -3.9709
H 4.0178 -8.8234 -1.2612
H 4.2814 -11.1986 -0.7620
H 5.7913 -10.3824 -0.9317
H 4.5554 -12.0052 -3.1482
H 5.7136 -12.6182 -2.0404
H 7.6786 -12.9195 -3.4409
H 7.9292 -11.5649 -4.6047
H 6.5564 -12.6637 -4.9129
C 5.1909 11.9874 8.3172
O 5.0546 10.6193 8.0437
C 4.1232 10.3293 6.9550
C 4.2432 8.8313 6.8002
N 3.7379 8.2152 5.5373
C 3.8134 6.7844 5.6592
C 3.2641 6.0573 4.4336
O 3.3816 4.6555 4.7129
C 2.9478 3.8892 3.5677
H 5.4310 12.4530 7.3716
H 5.9583 12.1953 9.0854
H 4.2157 12.4936 8.6666
H 4.5708 10.7678 6.0687
H 3.1217 10.7683 7.1463
H 3.8378 8.4222 7.7057
H 5.3346 8.5913 6.8559
H 2.7697 8.4190 5.4029
H 3.4027 6.2920 6.5354
H 4.8853 6.5933 5.6440
H 3.8596 6.3294 3.5365
H 2.1602 6.2956 4.2769
H 2.9181 2.7829 3.7362
H 3.6057 4.1178 2.6726
H 1.9694 4.1362 3.2800
C -0.5142 2.8382 -3.6511
O -0.9152 4.1032 -4.0772
C -2.1546 4.1431 -4.7128
C -2.4607 5.5813 -5.1690
N -2.2990 6.3882 -3.9469
C -2.2336 7.8343 -4.1816
C -3.6667 8.3355 -4.4179
O -3.5182 9.7242 -4.8126
C -4.7275 10.1669 -5.4389
H -1.0802 2.5420 -2.7355
H 0.5525 2.9017 -3.4603
H -0.6457 2.1329 -4.4877
H -2.9434 3.9506 -3.9863
H -2.2349 3.4086 -5.5258
H -3.4818 5.5917 -5.6035
H -1.6823 6.0304 -5.8710
H -1.3738 6.1605 -3.6388
H -1.5804 8.1231 -5.0781
H -1.7833 8.3132 -3.3018
H -4.1628 8.3897 -3.4787
H -4.1514 7.6458 -5.1524
H -4.6202 11.1933 -5.8009
H -5.5481 10.1700 -4.7346
H -4.9221 9.6462 -6.3366
C 6.3988 -2.7779 3.3741
O 5.7806 -1.6793 4.0216
C 6.4548 -1.3336 5.1968
C 5.8873 -0.0304 5.6653
N 4.5246 -0.2235 6.0122
C 3.7098 1.0374 6.1910
C 2.2225 0.6882 6.0383
O 1.8565 0.1364 4.7269
C 0.5800 -0.4475 4.7643
H 6.5460 -3.6653 3.9691
H 7.4137 -2.5050 3.0238
H 5.7905 -3.0137 2.5199
H 7.4994 -1.3602 4.9961
H 6.2891 -2.1729 5.9259
H 6.0408 0.7572 4.9160
H 6.4600 0.2860 6.5324
H 4.0957 -0.7643 5.3132
H 4.0217 1.7453 5.4090
H 3.8617 1.4883 7.1177
H 1.5885 1.5493 6.3164
H 1.9752 -0.1194 6.7847
H 0.2174 -0.3116 5.7796
H 0.6461 -1.5525 4.6703
H -0.0282 0.0321 4.0082
C -0.2406 -6.5745 5.3697
O -1.4020 -5.8844 4.9580
C -1.1497 -4.5142 4.7404
C -0.7034 -3.9748 3.3603
N -1.7996 -3.9754 2.3802
C -1.9507 -5.3477 1.8407
C -2.9553 -5.1556 0.6988
O -2.5274 -4.0945 -0.1522
C -3.2506 -3.8361 -1.3619
H 0.5445 -6.5208 4.5721
H -0.5008 -7.6115 5.5813
H 0.0914 -6.1756 6.3454
H -0.3949 -4.1392 5.4941
H -2.0767 -4.0176 4.9517
H 0.2783 -4.3904 3.0258
H -0.6106 -2.9001 3.6947
H -1.8025 -3.2887 1.6984
H -2.3395 -6.0895 2.6279
H -1.0428 -5.6623 1.3951
H -3.9374 -4.9393 1.1570
H -2.9734 -6.0820 0.1207
H -2.8986 -2.9109 -1.8641
H -4.3166 -3.7284 -1.1240
H -3.1206 -4.6099 -2.1814
*
```

---

(2)
Below is the molecule C12H23NO2 at a distorted geometry, with properties calculated with ωB97M-V/def2-TZVPD.

- Kohn-Sham gap (eV) = 10.326
- total energy (a.u.) = -676.2030
- largest force on an atom (eV/Å) = 4.73
- relative energy (zero: lowest compared OMol25 entry of this formula, charge and spin) (kJ/mol) = 0.0
- LUMO (eV) = 0.66
- structure (SMILES) = C[C@@H]1NC(=O)OC1(C(C)(C)C)C(C)(C)C

Structure (ORCA input):
```
! wB97M-V def2-TZVPD RIJCOSX def2/J DEFGRID3
* xyz 0 1
C 2.1036 1.1834 1.6164
C 0.6532 1.2743 1.2209
N -0.1615 1.0473 2.3516
C -1.1289 0.0796 2.2829
O -1.9592 -0.1667 3.1135
O -1.0045 -0.5909 1.1551
C -0.1533 -0.0677 0.2146
C -0.9797 0.6844 -0.8406
C -0.3248 1.6322 -1.8720
C -2.0923 1.5705 -0.0784
C -1.8420 -0.3682 -1.6792
C 0.7073 -1.2129 -0.2408
C 1.3115 -1.9005 0.9922
C 1.6248 -0.7742 -1.3077
C -0.0563 -2.4098 -0.7476
H 2.7341 0.4439 1.1787
H 2.2729 0.9532 2.6996
H 2.6298 2.0932 1.3792
H 0.4563 2.1555 0.7322
H -0.1518 1.6783 3.2186
H -1.0547 2.3220 -2.2583
H 0.2075 1.1222 -2.7186
H 0.3564 2.3120 -1.3923
H -2.6426 1.0268 0.5919
H -1.6322 2.4392 0.6013
H -2.8023 1.8282 -0.9363
H -2.8427 0.0598 -1.7913
H -2.0894 -1.1983 -1.0583
H -1.4320 -0.6491 -2.6712
H 2.0847 -2.5601 0.6832
H 0.5962 -2.5825 1.3915
H 1.7994 -1.3086 1.7809
H 2.1482 -1.6157 -1.8259
H 1.0024 -0.3154 -2.0150
H 2.4517 -0.0315 -0.9646
H 0.6415 -3.1510 -1.0374
H -0.5518 -2.1757 -1.6956
H -0.8797 -2.8276 -0.0730
*
```